Molecular formula: C72H180ClN12O28
Method: DFT, ωB97M-V with the def2-TZVPD basis set

HOMO   -5.9 eV
Charge   -1
Gap between HOMO and LUMO   7.717 eV
LUMO energy   1.816 eV
Calculated total energy   -165283.184 eV

Each line ends with the Mulliken charge.
Geometry (Å):
Cl 0.0939 -1.6599 -1.0857  0.026
O -0.1888 -0.2788 -1.5957  -0.154
O 1.3072 -1.4877 -0.2807  -0.352
O -0.9731 -1.9751 -0.2143  -0.359
O 0.2627 -2.5946 -2.1642  -0.305
C -2.2519 2.6077 4.8404  -1.044
O -0.8391 2.7920 4.9377  -0.469
C -0.3221 3.8366 4.1091  -0.501
C -0.1224 3.3280 2.7029  0.129
N 0.8233 4.1527 1.8200  0.534
C 2.2100 3.8117 2.1837  -0.287
C 3.3651 4.4195 1.4111  -1.368
O 3.9277 3.6055 0.3303  -0.350
C 2.8809 3.2987 -0.6535  -0.440
H -2.7322 2.3513 3.8961  0.295
H -2.7438 3.5708 4.9765  0.485
H -2.6697 1.8925 5.5489  0.411
H 0.5823 4.2878 4.5173  0.348
H -0.9732 4.7092 4.1618  -0.405
H -1.0203 3.4232 2.0924  0.259
H 0.1146 2.2765 2.8654  -0.081
H 0.7439 4.0241 0.8214  -0.059
H 2.4528 2.7491 2.1950  0.335
H 2.4495 4.1962 3.1751  0.220
H 4.1949 4.6442 2.0812  0.424
H 3.0250 5.3871 1.0421  0.424
H 2.3037 4.1787 -0.9372  0.190
H 2.2800 2.4687 -0.2818  0.191
H 3.4275 2.9343 -1.5233  0.212
C 3.5163 -6.1902 -4.4148  -0.533
O 4.5409 -5.1695 -4.6121  -0.332
C 3.9390 -4.0052 -5.2643  -0.878
C 3.5181 -2.9741 -4.1875  1.004
N 4.6711 -2.7319 -3.3940  -0.271
C 4.2052 -2.1412 -2.1341  -0.010
C 5.2589 -1.8660 -0.9522  0.308
O 6.1076 -3.0382 -0.6418  -0.490
C 6.6578 -2.9673 0.6881  -0.154
H 3.8635 -7.1317 -3.9890  0.293
H 3.1274 -6.5205 -5.3780  0.329
H 2.7626 -5.8489 -3.7052  0.094
H 3.2091 -4.1404 -6.0624  0.434
H 4.7600 -3.4716 -5.7432  0.309
H 2.6848 -3.4996 -3.7212  0.032
H 3.2730 -2.0639 -4.7348  -0.612
H 5.1845 -2.0628 -3.9498  0.307
H 3.3475 -2.6592 -1.7050  -0.241
H 3.8061 -1.1475 -2.3377  0.122
H 4.5753 -1.7543 -0.1106  -0.049
H 5.8298 -0.9545 -1.1288  0.129
H 7.4776 -3.6840 0.7373  0.444
H 5.9619 -3.4686 1.3608  -0.268
H 6.9081 -2.0159 1.1574  0.176
C -2.5460 -4.1614 -5.5575  -0.982
O -3.4020 -4.1208 -4.4041  -0.337
C -2.7298 -4.2079 -3.1727  0.047
C -3.6647 -5.0393 -2.1599  -0.413
N -3.0563 -5.0234 -0.8470  0.239
C -4.0189 -5.4942 0.1200  -0.272
C -5.2557 -4.5612 0.3248  -0.524
O -6.2928 -5.1134 -0.5760  -0.309
C -7.5281 -4.5832 -0.3381  -0.754
H -2.1220 -5.1618 -5.6432  0.448
H -1.5942 -3.6514 -5.4083  0.333
H -3.0113 -3.9151 -6.5119  0.281
H -2.4734 -3.1572 -3.0368  -0.013
H -1.7311 -4.6387 -3.2444  0.239
H -3.8038 -6.1038 -2.3486  0.242
H -4.5745 -4.4487 -2.0520  0.234
H -2.8393 -4.0539 -0.6653  -0.223
H -3.4294 -5.4956 1.0368  -0.425
H -4.3103 -6.5256 -0.0787  0.537
H -4.9299 -3.5570 0.0536  0.247
H -5.5178 -4.5884 1.3825  0.638
H -7.8911 -4.7557 0.6751  0.314
H -8.1628 -5.0428 -1.0958  0.268
H -7.5106 -3.5045 -0.4931  0.219
C 6.7639 4.8658 -6.6897  -0.788
O 6.0327 3.6426 -6.9275  -0.284
C 6.8904 2.5169 -7.0577  -0.700
C 6.2036 1.2785 -7.7182  -0.816
N 5.3147 0.5617 -6.7677  -0.290
C 4.2261 1.3998 -6.3190  -0.771
C 3.1373 0.6772 -5.6079  -0.080
O 1.9305 1.5018 -5.4114  -0.248
C 0.8084 0.6596 -5.3095  -0.283
H 7.8044 4.7861 -6.3748  0.391
H 6.2677 5.4130 -5.8881  0.199
H 6.7179 5.5803 -7.5115  0.292
H 7.3673 2.0592 -6.1910  0.383
H 7.7914 2.7977 -7.6031  0.603
H 7.0381 0.6143 -7.9429  0.401
H 5.6226 1.6905 -8.5433  0.373
H 5.9936 0.4463 -6.0289  0.233
H 3.8969 2.0169 -7.1550  0.345
H 4.7096 2.1042 -5.6421  0.399
H 3.4972 0.2799 -4.6589  -0.179
H 2.8759 -0.1250 -6.2980  0.364
H 0.8576 -0.2263 -4.6765  0.316
H 0.2594 0.3331 -6.1927  0.374
H 0.0861 1.3692 -4.9058  -0.244
C 3.9360 8.4603 -3.8889  -0.319
O 4.3772 7.5994 -4.9415  -0.330
C 3.4955 7.3010 -5.9902  -0.833
C 2.5351 6.0599 -5.8624  -0.319
N 1.7276 6.0793 -4.6627  -0.280
C 0.8318 4.8727 -4.5677  -0.759
C -0.0937 5.0893 -3.2784  -0.426
O 0.7612 5.7686 -2.2436  -0.310
C 0.0085 6.4653 -1.1413  -0.499
H 3.2573 7.8633 -3.2798  -0.041
H 3.3786 9.2966 -4.3109  0.298
H 4.7410 8.7809 -3.2276  0.252
H 4.3129 7.1427 -6.6937  0.358
H 3.1200 8.2232 -6.4337  0.491
H 2.9938 5.1504 -5.4745  0.211
H 2.0929 5.7839 -6.8197  0.343
H 2.3095 6.1534 -3.8405  0.138
H 1.4893 4.0058 -4.5037  0.287
H 0.1814 4.7306 -5.4308  0.515
H -0.5042 4.1619 -2.8789  0.148
H -0.9384 5.5674 -3.7744  0.474
H -0.9970 6.7600 -1.4418  0.369
H 0.6613 7.2376 -0.7345  0.345
H -0.0477 5.6306 -0.4425  -0.104
C 6.7684 1.5121 -0.2733  -0.658
O 6.8222 0.5443 0.7491  -0.538
C 5.8140 0.6076 1.7484  0.545
C 5.9698 1.7039 2.7911  -0.402
N 5.3721 1.4175 4.0792  0.240
C 5.5251 2.6500 4.8357  -0.769
C 4.5442 2.7047 5.9868  -0.329
O 3.3328 2.7731 5.3398  -0.190
C 2.2568 2.0918 6.0508  0.621
H 5.8971 1.3669 -0.9119  0.156
H 7.7052 1.4615 -0.8283  0.297
H 6.5451 2.5358 0.0272  0.250
H 5.8192 -0.4081 2.1441  -0.170
H 4.8372 0.8221 1.3149  0.123
H 5.4938 2.5832 2.3571  -0.078
H 7.0062 2.0214 2.9063  0.445
H 4.3629 1.3874 4.0553  -0.206
H 5.5191 3.6100 4.3194  0.270
H 6.5074 2.6250 5.3076  0.481
H 4.7258 3.5473 6.6540  0.359
H 4.3849 1.8557 6.6516  0.131
H 1.2534 2.3583 5.7185  -0.751
H 2.1753 2.4253 7.0853  0.442
H 2.4569 1.0219 6.1083  -0.106
C 6.6639 -6.0125 2.7299  -0.640
O 5.3309 -5.9337 2.9013  -0.238
C 4.8240 -4.9883 3.8199  -0.486
C 3.2734 -5.0813 3.9698  -0.122
N 2.8135 -5.1008 2.6135  -0.003
C 1.3404 -5.0443 2.3947  -0.025
C 1.1376 -4.8147 0.8803  0.967
O 1.3427 -6.0699 0.2192  -0.527
C 0.6738 -6.2816 -1.0527  -0.451
H 7.1593 -6.3279 3.6482  0.304
H 7.0253 -5.0684 2.3221  0.219
H 6.7692 -6.7728 1.9560  0.238
H 5.0125 -3.9439 3.5710  -0.095
H 5.3727 -5.2417 4.7270  0.547
H 2.9455 -4.1266 4.3810  -0.149
H 3.0265 -5.8945 4.6524  0.498
H 3.1725 -4.2619 2.1804  0.029
H 0.9488 -4.1267 2.8338  -0.336
H 0.8124 -5.8686 2.8741  0.219
H 1.7651 -4.0462 0.4289  -0.244
H 0.1592 -4.3899 0.6558  -0.215
H -0.3974 -6.4479 -0.9392  0.207
H 1.1380 -7.0461 -1.6758  0.419
H 0.6985 -5.4262 -1.7278  -0.038
C -9.0320 2.5674 -5.7971  -0.837
O -8.8423 1.1235 -5.5580  -0.338
C -8.0451 0.3204 -6.3600  -0.914
C -7.0984 -0.5982 -5.5357  -0.439
N -5.8484 0.1348 -5.2617  -0.271
C -4.9020 -0.7325 -4.5520  -0.457
C -3.5806 0.0131 -4.4334  -0.447
O -3.8777 1.2146 -3.6220  -0.247
C -2.6830 1.9894 -3.4943  -0.943
H -8.0748 3.0887 -5.7958  0.319
H -9.5455 3.1199 -5.0102  0.289
H -9.4874 2.7415 -6.7720  0.379
H -7.5969 0.8371 -7.2086  0.420
H -8.8544 -0.1467 -6.9212  0.502
H -6.9456 -1.3945 -6.2641  0.404
H -7.6732 -0.8855 -4.6553  0.247
H -5.9529 1.0523 -4.8526  0.231
H -4.8594 -1.6019 -5.2081  0.447
H -5.1133 -1.0919 -3.5449  -0.097
H -3.2533 0.3266 -5.4247  0.421
H -2.8953 -0.6462 -3.9006  0.282
H -2.1099 1.7628 -2.5953  0.411
H -2.7882 3.0693 -3.3909  0.315
H -1.9271 1.9495 -4.2786  0.162
C -4.3762 -11.3177 8.8136  -0.766
O -3.7250 -10.5978 7.8086  -0.302
C -4.7884 -9.8544 7.1440  -0.673
C -4.1949 -8.8933 6.1608  -0.488
N -3.3364 -9.4335 5.1390  -0.380
C -2.5980 -8.3442 4.4449  -0.786
C -3.3051 -7.4340 3.4882  -0.338
O -3.2159 -5.9832 3.7926  -0.404
C -1.8403 -5.4753 3.6485  -0.416
H -3.6601 -12.0398 9.2059  0.257
H -5.2421 -11.8779 8.4610  0.309
H -4.8182 -10.6852 9.5834  0.310
H -5.2803 -9.1942 7.8583  0.360
H -5.6074 -10.4756 6.7814  0.424
H -3.5774 -8.2224 6.7581  0.263
H -5.0185 -8.2818 5.7923  0.229
H -2.7998 -10.2526 5.3865  0.304
H -1.7825 -8.8694 3.9477  0.478
H -2.0712 -7.7665 5.2044  0.404
H -4.3704 -7.6640 3.4683  0.454
H -3.0308 -7.6067 2.4475  0.178
H -1.7631 -4.5898 4.2795  0.098
H -1.6609 -5.1863 2.6130  0.107
H -1.1058 -6.1643 4.0656  0.360
C -2.2175 10.2115 1.7227  -0.538
O -1.1877 10.3094 2.7429  -0.387
C -1.1117 9.1621 3.6420  -0.883
C -0.6846 7.8162 3.0743  -0.401
N -1.4516 7.1496 2.0870  0.370
C -2.7099 6.5997 2.5884  0.103
C -3.4393 5.7999 1.4768  -0.868
O -2.3625 5.2581 0.6181  0.282
C -2.7316 4.4576 -0.4127  -1.018
H -3.1963 10.0317 2.1673  0.270
H -1.9473 9.5515 0.8983  0.133
H -2.3641 11.2185 1.3322  0.308
H -1.9308 8.9092 4.3152  0.373
H -0.2817 9.4110 4.3032  0.388
H -0.5369 7.0936 3.8768  0.162
H 0.3291 7.9545 2.6983  0.472
H -0.9059 6.4078 1.6723  -0.216
H -3.3267 7.3573 3.0719  0.503
H -2.4085 5.7761 3.2356  -0.373
H -4.1799 6.3066 0.8580  0.241
H -3.9932 4.9337 1.8387  0.492
H -3.3748 3.7173 0.0630  0.382
H -1.8870 3.9767 -0.9062  0.141
H -3.3582 4.9713 -1.1418  0.384
C 3.9664 -1.3976 7.9337  -0.968
O 3.3719 -1.0978 6.7050  -0.294
C 4.2139 -1.3516 5.5248  -0.996
C 3.3366 -0.9467 4.3605  0.115
N 2.1202 -1.7888 4.2667  0.453
C 1.1693 -1.2971 3.2530  -0.472
C -0.0087 -0.6223 3.9374  0.353
O -0.5741 -1.5611 4.7923  -0.541
C -1.9051 -1.4279 5.0984  -0.352
H 4.8170 -0.7195 8.0029  0.347
H 4.2305 -2.4478 8.0573  0.270
H 3.2745 -1.0322 8.6926  0.267
H 4.4442 -2.4142 5.4479  0.538
H 5.0744 -0.6850 5.4667  0.506
H 3.8707 -1.1260 3.4274  0.110
H 2.8848 0.0452 4.3508  -0.306
H 1.5653 -1.8974 5.1037  0.408
H 0.7274 -2.0965 2.6582  -0.425
H 1.6541 -0.5753 2.5958  0.139
H -0.7612 -0.3220 3.2083  0.706
H 0.2595 0.2730 4.4983  -0.338
H -2.5089 -1.7396 4.2462  0.095
H -2.1587 -0.4246 5.4408  0.013
H -2.2462 -2.0896 5.8946  0.318
C -6.5111 4.9687 -0.9669  -0.903
O -6.3935 4.4300 -2.2494  -0.575
C -6.1149 3.0358 -2.4152  0.538
C -7.1756 1.9835 -2.0350  -0.439
N -7.1273 1.5529 -0.6782  -0.301
C -6.0508 0.6135 -0.3684  0.461
C -6.1604 0.1259 1.0952  -1.087
O -5.2822 -0.9255 1.5375  -0.412
C -3.8821 -0.5582 1.6176  0.054
H -6.4024 4.2992 -0.1137  0.277
H -7.5782 5.1136 -0.7987  0.433
H -6.0630 5.9431 -0.7724  0.346
H -5.1370 2.8140 -1.9880  -0.220
H -5.8791 2.8873 -3.4690  0.048
H -6.8500 1.1007 -2.5854  0.114
H -8.2038 1.9959 -2.3966  0.470
H -7.9240 0.9653 -0.4779  0.366
H -5.0832 1.1041 -0.4741  -0.015
H -5.9153 -0.2844 -0.9714  0.003
H -7.1396 -0.2436 1.3996  0.370
H -6.2244 0.9586 1.7957  0.362
H -3.6743 -0.3254 0.5732  0.189
H -3.2531 -1.3971 1.9153  -0.134
H -3.6029 0.3326 2.1803  0.240